# 1
67
Properties=species:S:1:pos:R:3:lowdin_spin:R:1 method="wB97M-V/def2-TZVPD" largest_force_ev_per_a=4.137 multiplicity=2 molar_mass_g_mol=384.56 total_energy_ev=-33481.76805 s2=0.75 homo_lumo_gap_ev="7.53 / 8.35" charge=+1
C -2.06547 2.94836 1.18491 0.00
C -3.59880 2.56804 1.17681 0.00
O -4.18090 2.35039 2.22643 0.00
O -4.16057 2.46672 -0.08597 0.00
C -5.33551 1.62279 -0.10685 0.00
C -5.08527 0.12370 0.32359 0.00
C -5.09189 -0.87302 -0.92313 0.00
C -3.63983 -1.16783 -1.48571 0.00
C -3.35780 -0.17002 -2.71195 0.00
C -1.86624 0.39064 -2.57597 0.00
C -0.99193 -0.09763 -3.81823 0.00
C -0.66796 1.03877 -4.91942 0.00
N 0.63213 1.69836 -4.48372 0.00
C 0.70808 1.22232 -3.10882 0.00
N 0.94379 1.95167 -2.05036 0.00
N 0.40719 -0.16654 -3.22709 0.00
H -1.96979 3.89123 0.56970 0.00
H -1.53075 2.10368 0.65742 0.00
H -1.68458 3.12955 2.21755 0.00
H -5.67648 1.60230 -1.18458 0.00
H -6.20529 2.06599 0.46025 0.00
H -4.16810 -0.04222 0.94422 0.00
H -5.97698 -0.17945 0.94904 0.00
H -5.74646 -0.48838 -1.74927 0.00
H -5.52400 -1.84565 -0.54919 0.00
H -3.56352 -2.21067 -1.91652 0.00
H -2.91450 -1.04039 -0.64007 0.00
H -4.12990 0.64479 -2.66885 0.00
H -3.49114 -0.71837 -3.68381 0.00
H -1.35357 0.05250 -1.63819 0.00
H -1.95459 1.51407 -2.52385 0.00
H -1.33930 -1.03034 -4.34481 0.00
H -1.52395 1.75715 -4.98945 0.00
H -0.37844 0.46775 -5.83762 0.00
H 1.30218 1.22383 -5.09719 0.00
H 0.73680 2.95853 -2.10350 0.00
H 1.25681 1.59850 -1.13992 0.00
H 0.52029 -0.74556 -2.38937 0.00
C 3.63933 -3.14578 2.13184 0.00
C 3.29261 -1.97464 1.17486 0.03
C 4.54380 -1.11176 0.92112 0.02
C 4.92998 -0.22780 2.10300 0.00
C 3.73829 0.60406 2.57056 0.02
C 2.48979 -0.24644 2.86256 0.03
N 2.16164 -1.17818 1.74323 0.37
O 1.61192 -0.47014 0.75962 0.53
C 2.70276 -1.03233 4.17548 0.00
C 1.31751 0.70274 3.18867 0.00
C 2.91217 -2.66315 -0.15281 0.00
H 3.89919 -4.05287 1.58276 0.00
H 4.49289 -2.92770 2.77467 0.00
H 2.79088 -3.41398 2.76472 0.00
H 4.37623 -0.46675 0.04987 0.00
H 5.38999 -1.75574 0.66176 0.00
H 5.31747 -0.83410 2.92594 0.00
H 5.74443 0.43845 1.80783 0.00
H 4.02387 1.16781 3.46227 0.00
H 3.51218 1.34884 1.79855 0.00
H 1.86748 -1.71275 4.36213 0.00
H 2.76568 -0.35311 5.02646 0.00
H 3.62344 -1.61343 4.19030 0.00
H 1.12114 1.41901 2.38765 0.00
H 1.53105 1.28679 4.08395 0.00
H 0.39672 0.13975 3.37315 0.00
H 2.01885 -3.28383 -0.03410 0.00
H 3.72421 -3.30892 -0.49242 0.00
H 2.73077 -1.94962 -0.96014 0.00

# 2
11
Properties=species:S:1:pos:R:3:lowdin_spin:R:1 method="wB97M-V/def2-TZVPD" largest_force_ev_per_a=2.413 multiplicity=2 molar_mass_g_mol=91.07 total_energy_ev=-9776.93163 s2=0.76 homo_lumo_gap_ev="8.70 / 4.47" charge=+1
O -2.40855 -0.90241 0.55920 0.60
C -1.55372 -1.08935 -0.26286 0.05
N -0.64792 -0.07554 -0.53941 0.16
C 0.72008 -0.43838 -0.69499 0.02
O 1.12275 -1.53808 -0.56083 0.12
H -1.20524 -2.08688 -0.57653 0.03
H -0.83654 0.91704 -0.39385 0.00
H 1.17336 0.39115 -1.25764 0.02
H 1.74398 3.70827 1.69130 0.00
H 2.95298 3.03070 1.19421 0.00
O 1.98232 2.98243 1.10373 0.00

# 3
23
Properties=species:S:1:pos:R:3:nbo_charge:R:1 method="wB97M-V/def2-TZVPD" largest_force_ev_per_a=4.390 smiles="NC(=O)c1[nH]ccn2ccccoc1-2" molar_mass_g_mol=191.19 total_energy_ev=-18041.08840 homo_lumo_gap_ev=6.96 charge=0
C -0.34379 -2.36361 1.16290 -0.37
C 0.90941 -1.86718 1.69467 -0.30
C -1.28720 -1.54913 0.61168 0.04
C -2.10989 1.21289 -1.43156 -0.01
C -2.24131 0.37313 -0.41233 -0.10
C 1.51919 -0.68092 1.53130 0.07
C 0.18587 1.34477 -1.11491 0.02
C 0.12498 0.33491 -0.12568 0.43
C 1.37678 2.17364 -1.58970 0.65
N -0.91505 1.71102 -1.83511 -0.59
N -1.11116 -0.30098 0.07832 -0.45
N 2.58141 1.99531 -1.02831 -0.81
O 1.09327 3.02333 -2.43307 -0.63
O 1.14589 0.37726 0.76250 -0.48
H -0.50070 -3.35869 1.54342 0.23
H 1.40445 -2.63272 2.44959 0.23
H -2.25499 -1.90470 0.49670 0.20
H -3.01179 1.67016 -2.00273 0.22
H -3.16698 0.01384 -0.14642 0.21
H 2.35583 -0.27223 2.14390 0.20
H -0.92067 2.55771 -2.33461 0.44
H 2.76251 1.08521 -0.72485 0.42
H 3.14369 2.79839 -1.20798 0.42

# 4
211
Properties=species:S:1:pos:R:3:mulliken_charge:R:1 method="wB97M-V/def2-TZVPD" largest_force_ev_per_a=3.970 molar_mass_g_mol=1380.06 total_energy_ev=-181902.71203 homo_lumo_gap_ev=8.53 charge=0
C -20.09516 5.10669 27.96281 -1.44
C -21.43240 5.75363 27.63497 0.76
C -21.55614 7.11677 28.26296 -1.34
O -21.64798 5.89066 26.26113 -0.43
H -19.74386 5.16329 28.99310 0.36
H -19.29698 5.39015 27.27676 0.34
H -20.16198 4.04241 27.73716 0.35
H -22.24047 5.15540 28.05598 0.17
H -22.58118 7.47311 28.16096 0.34
H -20.84139 7.82466 27.84331 0.26
H -21.33504 7.00703 29.32465 0.41
H -22.59033 6.02670 26.13838 0.24
C -26.72049 13.49960 17.89283 -1.17
C -25.66602 12.37168 17.96520 0.27
C -24.28534 13.00134 17.57007 -1.14
O -25.57804 11.92156 19.30304 -0.47
H -27.56037 13.11242 18.46970 0.26
H -27.13120 13.72503 16.90865 0.43
H -26.51607 14.48940 18.30099 0.27
H -26.05608 11.63719 17.26059 0.32
H -23.55764 12.19152 17.62251 0.28
H -23.96182 13.77646 18.26478 0.27
H -24.53418 13.36330 16.57250 0.40
H -25.25279 12.61692 19.87949 0.29
C -14.01079 8.84136 26.39216 -1.40
C -15.46186 9.39556 26.41171 0.52
C -16.05358 9.19192 27.79774 -1.27
O -15.30749 10.79250 26.16174 -0.54
H -13.70780 8.79500 25.34614 0.33
H -13.89609 7.88542 26.90316 0.34
H -13.35794 9.51327 26.94930 0.45
H -16.02364 8.83751 25.66267 0.25
H -16.64030 8.27737 27.88397 0.31
H -16.78210 9.92766 28.13838 0.39
H -15.40555 9.27186 28.67054 0.29
H -14.48975 11.08302 26.57224 0.32
C -25.32217 17.69602 22.00794 -1.27
C -24.12732 16.73406 21.89174 0.44
C -22.91823 16.99330 22.82079 -1.26
O -24.52574 15.41598 22.22905 -0.45
H -25.15013 18.61207 21.44283 0.38
H -25.50632 17.88008 23.06639 0.25
H -26.17948 17.18825 21.56602 0.33
H -23.84738 16.75544 20.83852 0.29
H -22.68924 18.05277 22.70597 0.35
H -22.07914 16.37078 22.51014 0.30
H -23.10563 16.70890 23.85622 0.40
H -24.46293 15.47094 23.18542 0.25
C -15.44380 10.17515 19.66948 -1.19
C -14.25149 10.61656 18.80000 0.54
C -13.81769 9.55733 17.79423 -1.28
O -14.63316 11.69633 18.03624 -0.51
H -16.21110 9.75876 19.01681 0.25
H -15.98443 10.97287 20.17886 0.30
H -15.24799 9.52280 20.52047 0.35
H -13.45188 10.84559 19.50446 0.27
H -13.42018 8.66352 18.27507 0.33
H -13.05177 9.84085 17.07237 0.34
H -14.71492 9.24059 17.26247 0.30
H -14.30955 12.50033 18.44911 0.31
C -21.11808 16.09668 29.87625 -1.46
C -19.88476 16.10567 29.03802 0.70
C -19.96896 15.23428 27.71658 -1.15
O -19.43337 17.43025 28.72811 -0.54
H -21.91322 16.66909 29.39854 0.37
H -21.02133 16.54550 30.86483 0.36
H -21.49927 15.09602 30.07994 0.36
H -19.12199 15.59414 29.62504 0.16
H -20.29832 15.83977 26.87218 0.28
H -20.66446 14.40265 27.82955 0.29
H -18.97713 14.92091 27.39074 0.31
H -20.17535 18.02924 28.83890 0.33
C -26.43384 6.56754 19.19055 -1.46
C -27.89012 6.97015 19.37231 0.34
C -28.76429 6.51113 18.19355 -0.71
O -30.12501 6.95599 18.37048 -0.35
C -31.14696 5.90852 18.46435 -0.66
N -28.46069 6.28065 20.47381 -0.57
H -26.00239 7.18488 18.40263 0.36
H -26.35552 5.52016 18.89909 0.34
H -25.90508 6.75369 20.12536 0.33
H -27.90208 8.04230 19.56837 0.33
H -28.82658 5.42874 18.08105 0.40
H -28.28379 6.88149 17.28797 0.32
H -31.05297 5.14647 17.69070 0.31
H -32.10696 6.42327 18.42543 0.24
H -31.02444 5.46526 19.45259 0.29
H -28.48055 5.29847 20.23922 0.32
H -29.41954 6.55209 20.63825 0.18
C -19.42422 14.46241 19.34769 -1.32
C -19.30870 14.18376 17.90117 0.46
C -18.23909 15.14967 17.26690 -0.65
O -18.53543 16.48824 17.65336 -0.28
C -17.73460 17.48906 17.03192 -0.80
N -18.96532 12.76154 17.80136 -0.65
H -20.06714 13.81755 19.94678 0.48
H -19.84069 15.46223 19.47029 0.30
H -18.42909 14.40952 19.78929 0.30
H -20.22329 14.28223 17.31643 0.20
H -18.23004 14.98224 16.18988 0.39
H -17.25469 14.79245 17.56934 0.26
H -17.73479 18.45066 17.54518 0.27
H -18.11762 17.63217 16.02153 0.30
H -16.65298 17.35419 17.03028 0.31
H -19.62809 12.27379 18.38698 0.23
H -18.04459 12.58245 18.17588 0.20
C -22.22549 6.62042 14.97116 -0.57
C -21.42463 7.92371 14.76590 -0.54
C -19.90895 7.47946 14.87341 -0.64
S -19.73945 5.76634 15.39834 1.01
O -18.70495 5.68767 16.40075 -0.59
O -19.69140 4.82682 14.27065 -0.64
C -21.47566 5.74182 16.02284 -0.73
H -22.34703 6.15178 13.99458 0.31
H -23.25606 6.75511 15.29963 0.37
H -21.56519 8.61598 15.59602 0.25
H -21.57378 8.42983 13.81211 0.28
H -19.55984 8.03279 15.74521 0.33
H -19.29212 7.74548 14.01501 0.42
H -21.45152 6.22514 16.99952 0.33
H -21.59473 4.65970 16.07706 0.42
C -27.29490 3.12589 26.89686 -0.54
C -28.44760 3.12000 25.97980 -0.57
C -28.34403 4.25540 24.99623 -0.64
S -27.60293 5.65395 26.03365 0.95
O -28.59987 6.71524 26.29591 -0.61
O -26.25375 6.01256 25.55200 -0.55
C -27.32115 4.55601 27.51846 -0.75
H -26.40246 2.93505 26.30086 0.26
H -27.30637 2.31349 27.62349 0.35
H -29.32180 3.35601 26.58658 0.27
H -28.58868 2.12708 25.55284 0.34
H -29.28638 4.65243 24.61879 0.36
H -27.72740 4.15868 24.10264 0.38
H -28.16004 4.58623 28.21376 0.33
H -26.41484 4.97994 27.95091 0.41
C -31.37973 12.18928 21.39390 -0.48
C -30.29862 12.50319 22.39028 -0.57
C -29.74465 11.14288 22.89815 -0.68
S -31.31300 10.08126 23.12435 0.98
O -32.03979 10.53716 24.33590 -0.64
O -31.12321 8.63764 22.83823 -0.58
C -32.12023 10.87936 21.67144 -0.60
H -30.89116 12.12327 20.42177 0.22
H -32.10458 13.00263 21.42765 0.28
H -30.75905 13.04598 23.21580 0.28
H -29.48728 13.14329 22.04372 0.41
H -29.23347 11.15165 23.86082 0.37
H -29.05529 10.66225 22.20399 0.31
H -33.20286 10.96662 21.76307 0.40
H -31.87265 10.11872 20.93101 0.29
C -21.08347 10.70048 23.86071 -0.57
C -22.57180 10.32467 23.98275 -0.46
C -22.98232 9.34092 22.82798 -0.77
S -21.48992 9.07285 21.83266 0.88
O -21.38327 10.03295 20.74883 -0.53
O -21.37011 7.62507 21.38327 -0.59
C -20.35150 9.56778 23.23166 -0.75
H -20.71688 11.00724 24.84031 0.40
H -20.90065 11.58185 23.24602 0.27
H -23.21929 11.20080 23.94764 0.30
H -22.79902 9.75850 24.88604 0.22
H -23.91152 9.44084 22.26701 0.53
H -23.06511 8.37300 23.32234 0.30
H -19.35490 9.68397 22.80577 0.50
H -20.27798 8.65460 23.82223 0.27
C -17.09214 3.68151 21.18376 -0.60
C -16.91272 3.46080 22.65801 -0.61
C -15.93624 4.46079 23.26171 -0.72
S -14.60994 4.49126 22.03891 1.03
O -13.60695 3.47059 22.37884 -0.64
O -14.03934 5.83120 21.75818 -0.62
C -15.68661 3.94559 20.61748 -0.60
H -17.86288 4.44072 21.05083 0.25
H -17.65686 2.87543 20.71533 0.32
H -16.71994 2.40988 22.87369 0.31
H -17.85394 3.65001 23.17415 0.34
H -15.51775 4.41567 24.26716 0.46
H -16.32400 5.46569 23.42878 0.33
H -15.18953 3.16957 20.03542 0.41
H -15.78799 4.76319 19.90379 0.35
C -22.27386 1.25299 23.38545 -0.67
C -23.25146 0.09280 23.10907 -0.58
C -23.13414 -0.23339 21.61887 -0.70
S -23.15402 1.47321 20.84319 1.06
O -24.51613 1.83286 20.50656 -0.63
O -22.09446 1.68944 19.85734 -0.63
C -22.64819 2.36755 22.39670 -0.61
H -21.21914 1.01300 23.25105 0.30
H -22.33107 1.53507 24.43676 0.34
H -24.25527 0.34764 23.44896 0.27
H -23.00060 -0.74700 23.75708 0.37
H -23.92164 -0.81567 21.14044 0.41
H -22.20392 -0.75907 21.40336 0.34
H -23.42259 3.07894 22.68364 0.33
H -21.80396 3.03937 22.24170 0.39
C -26.72580 11.31721 28.01009 -0.62
C -28.00821 12.11509 28.37005 -0.58
C -27.86068 13.43417 27.59142 -0.62
S -26.12371 13.94224 27.88121 1.04
O -26.10738 14.78242 29.08866 -0.66
O -25.57442 14.35330 26.59117 -0.57
C -25.48786 12.23650 28.38172 -0.73
H -26.72179 10.99912 26.96754 0.26
H -26.60098 10.35258 28.50204 0.38
H -28.01621 12.19493 29.45709 0.29
H -28.88643 11.53189 28.09307 0.37
H -28.41387 14.25768 28.04296 0.36
H -28.08117 13.46325 26.52434 0.31
H -25.33080 12.35858 29.45342 0.33
H -24.50636 12.02027 27.95981 0.44

# 5
14
Properties=species:S:1:pos:R:3:nbo_charge:R:1 method="wB97M-V/def2-TZVPD" largest_force_ev_per_a=7.754 molar_mass_g_mol=114.10 total_energy_ev=-11417.80159 homo_lumo_gap_ev=8.57 charge=0
C 1.50171 -1.12934 0.27547 -0.11
C 0.05670 -0.94153 -0.19736 -0.01
C -0.85567 0.18614 -0.47756 -0.34
C -2.40852 0.14495 -0.37504 0.41
C -0.27822 1.51232 -0.00707 0.41
H 2.35472 0.66057 -0.20562 0.51
H 1.33481 -0.30314 1.57584 0.19
H 1.95928 -2.28975 0.37543 0.25
H -0.12197 -2.18699 -0.06015 0.24
H -2.68943 1.22742 -0.91542 0.13
H -0.92976 2.41674 0.09288 0.13
O 2.43202 -0.32369 -0.54222 -0.76
O -3.20672 -0.72104 0.21328 -0.51
O 0.85105 1.74735 0.24753 -0.56

# 6
25
Properties=species:S:1:pos:R:3:lowdin_spin:R:1 method="wB97M-V/def2-TZVPD" largest_force_ev_per_a=1.696 multiplicity=2 molar_mass_g_mol=119.21 total_energy_ev=-10034.06458 s2=0.75 homo_lumo_gap_ev="2.21 / 9.03" charge=-1
C -0.37084 -0.26028 -1.56806 0.16
C -1.00686 0.48576 -0.38193 0.04
C -0.78500 -0.20898 0.97291 0.01
C 0.66582 -0.58572 1.30288 0.01
C 0.99794 -2.01610 0.82047 0.01
C 0.82083 -0.56604 2.84669 0.01
N -0.49261 1.82994 -0.33437 0.04
H 0.70172 -0.40274 -1.56884 0.04
H -0.70808 0.26624 -2.45614 0.04
H -0.97628 -1.17232 -1.67565 0.02
H -2.07879 0.38568 -0.58014 0.01
H -1.21968 0.44016 1.74299 0.00
H -1.37973 -1.11870 0.95870 0.00
H 1.31712 0.14862 0.86824 0.01
H 1.23765 -2.02841 -0.24242 0.01
H 0.15971 -2.69421 0.98468 0.00
H 1.85079 -2.41616 1.37439 0.00
H -0.10864 -0.95653 3.27276 0.00
H 0.86835 0.47154 3.20262 0.00
H 1.69522 -1.09373 3.21592 0.00
H -0.38646 2.23960 -1.25422 0.05
H -0.97695 2.44649 0.30061 0.01
H 0.25505 1.54236 -3.58892 0.09
H 0.21837 3.00533 -4.27988 0.11
O -0.29867 2.25819 -3.93329 0.33

# 7
20
Properties=species:S:1:pos:R:3:nbo_charge:R:1 method="wB97M-V/def2-TZVPD" largest_force_ev_per_a=4.274 molar_mass_g_mol=110.18 total_energy_ev=-8929.98122 homo_lumo_gap_ev="5.83 / 4.25" charge=+1
C -3.72487 1.48710 -0.39188 -0.29
C -2.48981 -0.68881 -0.26961 0.04
C 2.62849 -0.11773 0.89420 -0.26
C 1.35360 0.46014 1.24694 -0.34
C 1.31941 -0.52988 0.04845 -0.17
C 1.17183 0.22026 -1.26120 -0.62
C 0.60928 -1.71209 0.25002 -0.04
N -3.15530 0.29515 -0.34528 -0.25
H -4.29841 1.68874 0.47290 0.22
H -3.74527 2.09662 -1.38806 0.24
H -2.21421 -1.76905 -0.16428 0.27
H 3.25963 0.56441 0.31559 0.25
H 3.17738 -0.78417 1.41610 0.24
H 0.99760 0.19167 2.25414 0.24
H 1.02968 1.39659 1.01161 0.25
H 1.34381 -0.40323 -2.24718 0.25
H 1.83130 1.09358 -1.26697 0.23
H 0.19223 0.69276 -1.25680 0.23
H 0.40803 -1.88328 1.34528 0.24
H 0.30559 -2.29878 -0.66398 0.25

# 8
11
Properties=species:S:1:pos:R:3:nbo_charge:R:1 method="wB97M-V/def2-TZVPD" largest_force_ev_per_a=4.781 molar_mass_g_mol=79.14 total_energy_ev=-15069.45870 homo_lumo_gap_ev=6.56 charge=-1
C -1.60554 -1.25816 -1.13034 -0.76
S -1.74557 0.48783 -0.67023 -0.73
H -2.59241 -1.77879 -1.08562 0.17
H -0.84508 -1.66783 -0.40124 0.19
H -1.45306 -1.37519 -2.26305 0.17
H 0.38669 -0.29576 1.37724 0.49
C 1.62752 1.29325 0.75594 -0.29
O 1.41117 0.05065 1.64592 -0.80
H 0.68467 1.51286 0.19059 0.23
H 2.37885 1.09166 -0.00172 0.16
H 1.75275 1.93949 1.58250 0.18

Copy entry 5 word for word.
14
Properties=species:S:1:pos:R:3:nbo_charge:R:1 method="wB97M-V/def2-TZVPD" largest_force_ev_per_a=7.754 molar_mass_g_mol=114.10 total_energy_ev=-11417.80159 homo_lumo_gap_ev=8.57 charge=0
C 1.50171 -1.12934 0.27547 -0.11
C 0.05670 -0.94153 -0.19736 -0.01
C -0.85567 0.18614 -0.47756 -0.34
C -2.40852 0.14495 -0.37504 0.41
C -0.27822 1.51232 -0.00707 0.41
H 2.35472 0.66057 -0.20562 0.51
H 1.33481 -0.30314 1.57584 0.19
H 1.95928 -2.28975 0.37543 0.25
H -0.12197 -2.18699 -0.06015 0.24
H -2.68943 1.22742 -0.91542 0.13
H -0.92976 2.41674 0.09288 0.13
O 2.43202 -0.32369 -0.54222 -0.76
O -3.20672 -0.72104 0.21328 -0.51
O 0.85105 1.74735 0.24753 -0.56